Density functional theory data (wB97M-V/def2-TZVPD) for 9 unconnected molecules or ions with the total composition C36H99N9O9 in a non-equilibrium geometry.

The value obtained for the orbital gap (alpha / beta) is 8.3 / 2.5 eV. As for the spin multiplicity: 2. The calculation puts the highest occupied orbital energy (alpha / beta) at -10.96 / -10.96 eV. Its net charge is +1. The calculation puts the energy relative to the best compared isomer or geometry (same formula, charge and spin) at 272.88 kJ/mol.

Last columns: bonded neighbours and bond lengths (Å).
Geometry (Å):
1 C 25.679 -9.828 13.771  C2 1.506, H7 1.090, H8 1.090, H9 1.090
2 C 26.004 -11.247 13.388  C1 1.506, C3 1.581, N6 1.457, H10 1.090
3 C 25.755 -12.394 14.448  C2 1.581, O4 1.412, H11 1.090, H12 1.090
4 O 26.171 -13.638 13.923  C3 1.412, C5 1.421
5 C 25.510 -14.790 14.429  O4 1.421, H13 1.090, H14 1.090, H15 1.090
6 N 25.203 -11.341 12.174  C2 1.457, H16 1.010, H17 1.010
7 H 25.790 -9.078 12.987  C1 1.090
8 H 26.321 -9.510 14.592  C1 1.090
9 H 24.605 -9.740 13.936  C1 1.090
10 H 27.011 -11.374 12.991  C2 1.090
11 H 24.727 -12.387 14.811  C3 1.090
12 H 26.378 -12.305 15.338  C3 1.090
13 H 25.596 -14.949 15.504  C5 1.090
14 H 25.878 -15.732 14.023  C5 1.090
15 H 24.457 -14.814 14.149  C5 1.090
16 H 25.397 -10.585 11.533  N6 1.010
17 H 25.516 -12.159 11.672  N6 1.010
18 C 31.403 -17.662 9.595  C19 1.555, H24 1.090, H25 1.090, H26 1.090
19 C 31.925 -17.930 11.035  C18 1.555, C20 1.545, N23 1.408, H27 1.090
20 C 31.011 -18.849 11.877  C19 1.545, O21 1.457, H28 1.090, H29 1.090
21 O 29.825 -18.126 12.319  C20 1.457, C22 1.394
22 C 29.052 -18.979 13.106  O21 1.394, H30 1.090, H31 1.090, H32 1.090
23 N 33.170 -18.575 10.910  C19 1.408, H33 1.010, H34 1.010
24 H 32.150 -17.088 9.047  C18 1.090
25 H 30.444 -17.166 9.741  C18 1.090
26 H 31.135 -18.569 9.052  C18 1.090
27 H 32.089 -16.963 11.511  C19 1.090
28 H 31.547 -19.032 12.809  C20 1.090
29 H 30.806 -19.797 11.381  C20 1.090
30 H 28.666 -19.808 12.514  C22 1.090
31 H 28.201 -18.536 13.623  C22 1.090
32 H 29.669 -19.522 13.822  C22 1.090
33 H 32.902 -19.377 10.358  N23 1.010
34 H 33.744 -18.027 10.285  N23 1.010
35 C 23.290 -19.363 14.943  C36 1.568, H41 1.090, H42 1.090, H43 1.090
36 C 24.749 -19.378 15.519  C35 1.568, C37 1.579, N40 1.439, H44 1.090
37 C 25.472 -20.779 15.429  C36 1.579, O38 1.382, H45 1.090, H46 1.090
38 O 24.748 -21.819 15.981  C37 1.382, C39 1.463
39 C 25.598 -23.006 15.881  O38 1.463, H47 1.090, H48 1.090, H49 1.090
40 N 25.586 -18.313 15.034  C36 1.439, H50 1.010, H51 1.010
41 H 22.968 -18.324 14.875  C35 1.090
42 H 22.627 -19.823 15.676  C35 1.090
43 H 23.185 -19.743 13.927  C35 1.090
44 H 24.630 -19.135 16.575  C36 1.090
45 H 26.454 -20.653 15.885  C37 1.090
46 H 25.584 -20.961 14.360  C37 1.090
47 H 26.035 -23.061 14.885  C39 1.090
48 H 25.038 -23.918 16.090  C39 1.090
49 H 26.459 -23.006 16.549  C39 1.090
50 H 26.382 -18.358 15.654  N40 1.010
51 H 25.078 -17.464 15.237  N40 1.010
52 C 20.133 -20.801 16.888  C53 1.606, H58 1.090, H59 1.090, H60 1.090
53 C 20.280 -22.396 16.776  C52 1.606, C54 1.519, N57 1.448, H61 1.090
54 C 19.091 -23.040 16.084  C53 1.519, O55 1.468, H62 1.090, H63 1.090
55 O 19.457 -24.413 15.714  C54 1.468, C56 1.452
56 C 18.317 -25.063 15.091  O55 1.452, H64 1.090, H65 1.090, H66 1.090
57 N 21.450 -22.528 15.934  C53 1.448, H67 1.010, H68 1.010
58 H 19.091 -20.577 17.117  C52 1.090
59 H 20.412 -20.347 15.937  C52 1.090
60 H 20.508 -20.460 17.853  C52 1.090
61 H 20.503 -22.770 17.775  C53 1.090
62 H 18.928 -22.477 15.166  C54 1.090
63 H 18.192 -22.980 16.698  C54 1.090
64 H 17.641 -24.345 14.628  C56 1.090
65 H 17.730 -25.729 15.723  C56 1.090
66 H 18.730 -25.758 14.360  C56 1.090
67 H 22.289 -22.207 16.397  N57 1.010
68 H 21.565 -23.523 15.801  N57 1.010
69 C 27.321 -14.055 18.045  C70 1.569, H75 1.090, H76 1.090, H77 1.090
70 C 28.445 -15.146 18.128  C69 1.569, C71 1.570, N74 1.442, H78 1.090
71 C 28.211 -16.487 17.347  C70 1.570, O72 1.448, H79 1.090, H80 1.090
72 O 26.907 -17.077 17.564  C71 1.448, C73 1.363
73 C 26.886 -17.905 18.647  O72 1.363, H81 1.090, H82 1.090, H83 1.090
74 N 29.631 -14.462 17.676  C70 1.442, H84 1.010, H85 1.010
75 H 26.383 -14.540 18.314  C69 1.090
76 H 27.293 -13.610 17.051  C69 1.090
77 H 27.609 -13.244 18.714  C69 1.090
78 H 28.520 -15.425 19.180  C70 1.090
79 H 29.109 -17.105 17.378  C71 1.090
80 H 28.162 -16.321 16.270  C71 1.090
81 H 26.956 -17.424 19.622  C73 1.090
82 H 27.589 -18.730 18.537  C73 1.090
83 H 25.904 -18.376 18.596  C73 1.090
84 H 30.433 -15.057 17.526  N74 1.010
85 H 29.382 -14.094 16.769  N74 1.010
86 C 23.349 -28.463 17.432  C87 1.527, H92 1.090, H93 1.090, H94 1.090
87 C 24.864 -28.580 17.582  C86 1.527, C88 1.509, N91 1.498, H95 1.090
88 C 25.442 -27.736 18.692  C87 1.509, O89 1.376, H96 1.090, H97 1.090
89 O 25.095 -26.441 18.385  C88 1.376, C90 1.379
90 C 25.485 -25.451 19.263  O89 1.379, H98 1.090, H99 1.090, H100 1.090
91 N 25.006 -30.052 17.816  C87 1.498, H101 1.010, H102 1.010
92 H 23.061 -27.414 17.368  C86 1.090
93 H 22.773 -28.754 18.311  C86 1.090
94 H 22.877 -29.045 16.641  C86 1.090
95 H 25.390 -28.310 16.666  C87 1.090
96 H 26.526 -27.843 18.650  C88 1.090
97 H 25.080 -27.937 19.700  C88 1.090
98 H 25.145 -24.484 18.893  C90 1.090
99 H 26.535 -25.310 19.521  C90 1.090
100 H 25.075 -25.572 20.265  C90 1.090
101 H 25.972 -30.323 17.934  N91 1.010
102 H 24.929 -30.563 16.948  N91 1.010
103 C 20.276 -15.857 15.614  C104 1.516, H109 1.090, H110 1.090, H111 1.090
104 C 18.877 -15.351 15.324  C103 1.516, C105 1.597, N108 1.471, H112 1.090
105 C 18.384 -15.685 13.842  C104 1.597, O106 1.377, H113 1.090, H114 1.090
106 O 17.236 -14.973 13.576  C105 1.377, C107 1.460
107 C 16.556 -15.156 12.297  O106 1.460, H115 1.090, H116 1.090, H117 1.090
108 N 17.890 -15.871 16.283  C104 1.471, H118 1.010, H119 1.010
109 H 20.476 -16.928 15.589  C103 1.090
110 H 20.718 -15.387 16.493  C103 1.090
111 H 20.853 -15.456 14.780  C103 1.090
112 H 18.958 -14.280 15.510  C104 1.090
113 H 18.272 -16.767 13.777  C105 1.090
114 H 19.111 -15.308 13.123  C105 1.090
115 H 17.251 -15.678 11.639  C107 1.090
116 H 16.183 -14.222 11.877  C107 1.090
117 H 15.807 -15.935 12.443  C107 1.090
118 H 17.534 -16.756 15.950  N108 1.010
119 H 16.995 -15.419 16.160  N108 1.010
120 C 21.010 -21.586 12.105  C121 1.533, H126 1.090, H127 1.090, H128 1.090
121 C 20.778 -22.855 11.277  C120 1.533, C122 1.551, N125 1.443, H129 1.090
122 C 22.019 -23.753 11.036  C121 1.551, O123 1.458, H130 1.090, H131 1.090
123 O 21.573 -24.921 10.284  C122 1.458, C124 1.387
124 C 22.540 -25.915 10.257  O123 1.387, H132 1.090, H133 1.090, H134 1.090
125 N 19.721 -23.585 11.936  C121 1.443, H135 1.010, H136 1.010
126 H 21.434 -21.761 13.094  C120 1.090
127 H 20.098 -21.105 12.460  C120 1.090
128 H 21.544 -20.826 11.536  C120 1.090
129 H 20.301 -22.615 10.327  C121 1.090
130 H 22.451 -24.079 11.982  C122 1.090
131 H 22.893 -23.310 10.560  C122 1.090
132 H 23.417 -25.524 9.742  C124 1.090
133 H 22.158 -26.758 9.682  C124 1.090
134 H 22.800 -26.112 11.297  C124 1.090
135 H 20.208 -23.624 12.820  N125 1.010
136 H 19.677 -24.531 11.584  N125 1.010
137 C 21.147 -19.966 20.712  C138 1.554, H143 1.090, H144 1.090, H145 1.090
138 C 22.622 -20.306 21.062  C137 1.554, C139 1.581, N142 1.457, H146 1.090
139 C 23.340 -21.034 19.856  C138 1.581, O140 1.454, H147 1.090, H148 1.090
140 O 24.556 -21.563 20.453  C139 1.454, C141 1.393
141 C 25.708 -21.632 19.674  O140 1.393, H149 1.090, H150 1.090, H151 1.090
142 N 23.219 -19.084 21.583  C138 1.457, H152 1.010, H153 1.010
143 H 21.209 -19.021 20.172  C137 1.090
144 H 20.438 -19.869 21.534  C137 1.090
145 H 20.680 -20.693 20.048  C137 1.090
146 H 22.554 -20.976 21.919  C138 1.090
147 H 23.534 -20.308 19.067  C139 1.090
148 H 22.716 -21.864 19.526  C139 1.090
149 H 26.368 -22.353 20.157  C141 1.090
150 H 26.284 -20.709 19.605  C141 1.090
151 H 25.479 -21.933 18.651  C141 1.090
152 H 24.195 -19.239 21.790  N142 1.010
153 H 23.146 -18.420 20.825  N142 1.010